No. 1
{
  "formula": "C19H24BF8N4NiO3",
  "method": "wB97M-V/def2-TZVPD",
  "species": ["Ni", "C", "N", "C", "C", "C", "N", "C", "C", "F", "C", "F", "C", "C", "F", "C", "F", "H", "H", "H", "H", "H", "H", "H", "H", "H", "H", "H", "C", "N", "C", "C", "C", "C", "C", "C", "C", "C", "H", "H", "H", "H", "H", "H", "H", "H", "H", "H", "H", "H", "H", "O", "N", "O", "O", "F", "B", "F", "F", "F"],
  "positions_angstrom": [[0.697020, -0.330825, -0.812759], [2.294577, -1.161094, -3.352935], [2.312893, -0.255190, -2.202389], [2.412441, 1.130732, -2.679868], [3.433711, -0.625945, -1.336754], [3.443685, 0.177382, -0.058144], [2.075151, 0.379078, 0.381635], [1.873379, 0.890968, 1.621913], [0.810632, 1.802748, 1.857524], [0.155858, 2.301957, 0.799676], [0.478063, 2.276863, 3.101211], [-0.568611, 3.119216, 3.212704], [1.207087, 1.952962, 4.231154], [2.295870, 1.135418, 4.023472], [3.051398, 0.769786, 5.078448], [2.630640, 0.628255, 2.784456], [3.674725, -0.231063, 2.751466], [3.224613, -1.044348, -3.928802], [1.437282, -0.947905, -3.979749], [2.216740, -2.190446, -3.005507], [3.342105, 1.281270, -3.246818], [2.381022, 1.819446, -1.837266], [1.558191, 1.340116, -3.320729], [4.387474, -0.508818, -1.871259], [3.310417, -1.685722, -1.104987], [3.926924, 1.150437, -0.242649], [4.076103, -0.345435, 0.658676], [0.945602, 2.322192, 5.211285], [-3.065535, -0.599455, -1.147985], [-3.355882, 0.316455, -0.009142], [-4.536182, -0.134489, 0.751984], [-2.140925, 0.566077, 0.872189], [-1.438568, -0.676170, 1.333662], [-1.915019, -1.339020, 2.468932], [-1.290155, -2.480421, 2.939358], [-0.167269, -2.950939, 2.269669], [0.322474, -2.267904, 1.166229], [-0.286956, -1.111858, 0.662697], [-3.934128, -0.629881, -1.800480], [-2.830185, -1.588158, -0.771000], [-2.208434, -0.200140, -1.673440], [-3.521782, 1.231948, -0.439805], [-4.306542, -1.094680, 1.206093], [-5.378014, -0.242407, 0.071740], [-4.769558, 0.594658, 1.525798], [-2.505830, 1.174522, 1.702018], [-1.478385, 1.169030, 0.261090], [-2.769698, -0.935713, 3.006975], [-1.657853, -2.983788, 3.825527], [0.341682, -3.840796, 2.626060], [1.222399, -2.642777, 0.687287], [-2.055742, -2.402313, -3.090313], [-1.012824, -1.731805, -3.169550], [-0.757432, -1.048032, -4.167270], [-0.285486, -1.631385, -2.112812], [-2.708646, 2.400069, -1.654558], [-1.448167, 2.486479, -2.368966], [-0.833954, 3.690332, -2.052296], [-1.695219, 2.355421, -3.729800], [-0.617174, 1.395084, -1.922918]],
  "atomic_forces_ev_per_a": [[0.5478, -0.6955, -0.3341], [0.0298, -0.0171, 0.0118], [-0.2066, 0.2841, -0.0714], [0.0373, 0.0259, 0.0209], [0.0145, -0.0118, 0.0004], [-0.0057, 0.2473, -0.0167], [-0.1778, 0.0805, 0.1019], [-0.0379, 0.1400, 0.1245], [0.3165, -0.1130, -0.1259], [-0.0718, 0.0152, -0.1403], [0.0578, -0.0364, 0.0788], [-0.0894, 0.0776, 0.0043], [-0.0138, 0.0020, -0.0237], [-0.0243, 0.0346, 0.0329], [0.0705, -0.0247, 0.0931], [-0.1506, -0.1037, -0.0571], [0.0353, -0.0837, -0.0327], [-0.0138, -0.0139, 0.0065], [-0.0677, 0.0542, -0.0505], [-0.0179, 0.0066, 0.0062], [0.0228, -0.0133, -0.0025], [-0.0135, -0.0206, -0.0128], [-0.0029, -0.0011, 0.0106], [0.0335, -0.0034, -0.0316], [-0.0139, -0.0393, 0.0201], [0.0154, -0.0007, 0.0076], [0.0269, -0.0388, 0.0341], [0.0078, -0.0104, -0.0245], [0.0768, -0.0158, 0.0515], [0.0527, -0.0182, 0.0611], [0.0157, 0.0681, -0.0258], [0.0184, -0.0144, -0.1550], [0.0214, -0.0241, 0.0490], [-0.0400, -0.0099, 0.0167], [-0.0326, 0.0184, 0.0137], [0.0556, -0.0289, -0.0212], [-0.0688, -0.0658, 0.0543], [-0.1937, 0.2880, 0.0701], [-0.0007, 0.0233, 0.0031], [0.0178, -0.0353, 0.0413], [0.0177, 0.0411, -0.0523], [-0.0035, 0.0915, -0.1323], [0.0088, -0.0232, -0.0026], [-0.0009, 0.0126, -0.0069], [0.0030, -0.0083, -0.0095], [0.0065, -0.0026, 0.0113], [-0.0965, -0.0477, -0.0443], [0.0244, -0.0173, 0.0048], [0.0000, 0.0052, -0.0144], [-0.0142, 0.0300, -0.0095], [-0.0050, 0.0001, 0.0115], [0.7213, -0.2737, -0.1924], [-1.0177, 1.5002, 0.3741], [0.2850, -0.6800, 0.3157], [0.0094, -0.5991, -0.1896], [0.1552, -0.1095, 0.0393], [0.0912, -0.0441, -0.1204], [-0.0849, -0.1445, -0.0364], [0.0410, 0.0508, 0.3126], [-0.3718, 0.2926, -0.0473]],
  "homo_energy_ev": [-4.745, -4.666],
  "e_lumo_ha": [0.0894, 0.0894],
  "charge": -1,
  "energy_ha": -3515.3979,
  "molar_mass_da": 577.9
}

=====

No. 2
{
  "formula": "C17H21FN2O4S",
  "method": "wB97M-V/def2-TZVPD",
  "species": ["C", "C", "H", "H", "O", "C", "O", "C", "C", "N", "C", "C", "S", "O", "O", "N", "C", "C", "C", "C", "C", "C", "C", "H", "H", "H", "H", "F", "H", "H", "H", "C", "H", "H", "H", "C", "H", "H", "H", "C", "H", "H", "H", "H", "H", "H"],
  "positions_angstrom": [[2.260279, 1.628277, -3.207533], [2.105239, 0.337821, -2.425261], [1.488907, -0.387385, -2.966909], [3.071221, -0.132826, -2.206365], [1.454971, 0.654775, -1.195568], [1.380740, -0.298688, -0.278167], [1.861451, -1.403460, -0.411798], [0.703431, 0.166942, 0.939274], [1.023816, -0.259053, 2.215689], [0.249128, 0.433666, 3.096177], [-0.587115, 1.278173, 2.418017], [-0.316427, 1.154489, 1.074305], [-1.340962, 1.823630, -0.213738], [-0.604877, 2.295511, -1.340782], [-2.290962, 2.727616, 0.371690], [-2.274758, 0.485649, -0.659084], [-1.647614, -0.707852, -1.073717], [-1.458978, -1.750664, -0.172586], [-0.854271, -2.930434, -0.563874], [-0.438193, -3.044259, -1.875370], [-0.633730, -2.028294, -2.792697], [-1.245592, -0.844040, -2.407521], [-1.508519, 0.245016, -3.395083], [-2.576015, 0.457717, -3.427325], [-1.167376, -0.037755, -4.387322], [-1.009835, 1.158720, -3.081200], [-0.316365, -2.174224, -3.814460], [0.144883, -4.188497, -2.286268], [-0.696680, -3.741171, 0.127887], [-1.798368, -1.635078, 0.847506], [-2.931358, 0.343536, 0.095724], [-1.553486, 2.141280, 3.141055], [-2.148310, 2.690785, 2.418512], [-2.210897, 1.542843, 3.772203], [-1.029829, 2.853391, 3.779188], [0.283702, 0.318742, 4.528381], [-0.649187, -0.108629, 4.903163], [1.108788, -0.322973, 4.824628], [0.419946, 1.301750, 4.981505], [2.024292, -1.273408, 2.633861], [2.822085, -0.823509, 3.225575], [2.453262, -1.720442, 1.742165], [1.555962, -2.062142, 3.221921], [2.578093, 1.412857, -4.223506], [1.306234, 2.147540, -3.220087], [2.993274, 2.274056, -2.732205]],
  "atomic_forces_ev_per_a": [[-0.1436, -0.2330, 0.3691], [0.3013, -0.2128, -0.3704], [0.1004, 0.0487, 0.0855], [-0.1918, 0.0395, -0.0708], [0.0765, 0.2628, 0.0591], [0.3392, -0.4688, 0.1251], [0.0306, 0.0948, -0.0583], [0.2203, -0.1145, 0.4143], [0.1826, -0.1373, -0.7912], [-0.1586, 0.1395, -0.4787], [-0.2688, 0.3690, -0.0585], [-0.2634, 0.3074, -0.3642], [-0.4091, -0.0226, 0.2880], [0.0670, -0.2737, 0.2376], [-0.0200, -0.2076, 0.1238], [0.0460, 1.0188, 0.1461], [0.4145, -0.5956, -0.2798], [-0.0803, 0.0188, -0.1580], [-0.0089, -0.1330, -0.1762], [-0.1734, 0.0966, 0.0416], [0.0724, -0.2069, 0.1037], [-0.0622, -0.1181, 0.1686], [0.0658, 0.0701, -0.0384], [-0.0744, 0.0654, -0.0599], [-0.0029, -0.0342, -0.0809], [-0.0325, 0.0012, -0.1928], [0.0301, -0.0190, -0.0994], [-0.0122, 0.1307, 0.0630], [0.0325, -0.1030, 0.0654], [0.0218, 0.0445, 0.1144], [-0.1599, 0.0210, 0.0622], [-0.0606, 0.0222, 0.0605], [0.0035, -0.0038, 0.1962], [-0.0748, 0.0032, 0.0815], [0.0070, 0.0598, 0.0791], [-0.0818, 0.0180, 0.4094], [0.0676, 0.0040, 0.0171], [-0.0246, 0.0274, -0.0175], [0.0233, -0.0680, 0.0112], [0.0507, 0.0424, 0.0002], [0.0593, -0.0272, 0.0808], [0.0206, -0.0313, 0.0476], [0.0193, -0.0873, 0.0631], [0.0428, -0.0068, -0.1045], [-0.0670, 0.0998, -0.1230], [0.0755, 0.0991, 0.0084]],
  "homo_energy_ev": -8.433,
  "e_lumo_ha": 0.0152,
  "charge": 0,
  "energy_ha": -1568.9412,
  "molar_mass_da": 368.4
}

=====

Look up the charge of the second one. 0

=====

Among the records above, which one has the highest charge? C17H21FN2O4S